# 1
A cluster of 2 separate species, C4H12 in total, computed with wB97M-V/def2-TZVPD.

Element x y z (Å)
C 1.191 0.550 1.483
C 2.264 1.594 1.154
H 1.695 -0.378 1.729
H 0.652 0.831 2.385
H 0.593 0.334 0.606
H 1.776 2.482 0.742
H 2.950 1.255 0.400
H 2.840 1.924 2.017
C -1.596 -0.486 -0.868
C -1.880 -1.669 -1.810
H -1.174 -0.813 0.086
H -0.952 0.290 -1.273
H -2.559 -0.093 -0.549
H -2.613 -2.312 -1.337
H -0.956 -2.217 -1.996
H -2.230 -1.293 -2.768

SMILES string = CC.CC
frontier orbital gap = 12.746 eV
DFT total energy = -4342.34555 eV
energy relative to the best compared isomer or geometry (same formula, charge and spin) = 0.183 eV

Atomic partial charges in e from the Löwdin method, atoms 1 to 4: number 1, C, carries -0.1585; number 2, C, carries -0.1701; number 3, H, carries 0.0586; number 4, H, carries 0.0668

=====

# 2
A cluster of 2 separate species, C4H12 in total, computed with wB97M-V/def2-TZVPD.

Element x y z (Å)
C -1.852 -2.395 -0.349
C -0.822 -1.438 0.289
H -2.218 -2.057 -1.319
H -1.460 -3.402 -0.443
H -2.755 -2.536 0.254
H 0.199 -1.742 0.100
H -1.156 -1.292 1.315
H -1.016 -0.455 -0.151
C 1.753 1.400 -0.384
C 1.040 2.432 0.481
H 1.041 0.789 -0.946
H 2.330 1.942 -1.137
H 2.383 0.691 0.147
H 0.401 3.127 -0.055
H 0.354 1.924 1.165
H 1.778 3.013 1.033

SMILES string = CC.CC
frontier orbital gap = 12.853 eV
DFT total energy = -4342.22824 eV
energy relative to the best compared isomer or geometry (same formula, charge and spin) = 0.300 eV

Atomic partial charges in e from the Löwdin method, atoms 1 to 4: number 1, C, carries -0.1743; number 2, C, carries -0.1621; number 3, H, carries 0.0573; number 4, H, carries 0.0532

=====

# 3
A cluster of 2 separate species, C4H12 in total, computed with wB97M-V/def2-TZVPD.

Element x y z (Å)
C 1.905 1.961 -0.663
C 1.102 0.680 -0.774
H 1.128 2.778 -0.565
H 2.485 1.971 0.184
H 2.529 2.214 -1.513
H 1.684 -0.249 -0.814
H 0.408 0.652 -1.728
H 0.301 0.452 -0.018
C -2.029 -1.075 0.313
C -0.904 -1.735 1.194
H -1.866 0.013 0.578
H -1.810 -1.076 -0.782
H -3.034 -1.414 0.511
H -0.939 -2.667 1.553
H -0.880 -0.899 2.044
H -0.080 -1.605 0.481

SMILES string = CC.CC
frontier orbital gap = 12.461 eV
DFT total energy = -4341.22156 eV
energy relative to the best compared isomer or geometry (same formula, charge and spin) = 1.307 eV

Atomic partial charges in e from the Löwdin method, atoms 1 to 4: number 1, C, carries -0.1663; number 2, C, carries -0.1938; number 3, H, carries 0.0868; number 4, H, carries 0.0249

=====

# 4
A cluster of 2 separate species, C4H12 in total, computed with wB97M-V/def2-TZVPD.

Element x y z (Å)
C -0.174 2.029 -0.333
C 0.390 3.287 0.323
H -0.154 1.933 -1.519
H 0.204 1.110 0.076
H -1.304 1.937 -0.133
H 0.590 3.137 1.359
H 1.253 3.571 -0.025
H -0.316 4.075 0.369
C -0.296 -3.340 0.174
C 0.077 -1.916 -0.183
H 0.155 -4.046 -0.666
H 0.395 -3.544 1.146
H -1.340 -3.667 0.333
H -0.597 -1.552 -0.978
H 1.102 -1.944 -0.450
H 0.015 -1.070 0.508

SMILES string = CC.CC
frontier orbital gap = 12.207 eV
DFT total energy = -4341.17409 eV
energy relative to the best compared isomer or geometry (same formula, charge and spin) = 1.354 eV

Atomic partial charges in e from the Löwdin method, atoms 1 to 4: number 1, C, carries -0.1651; number 2, C, carries -0.1524; number 3, H, carries 0.1041; number 4, H, carries 0.0128